DFT (the ωB97M-V functional and the def2-TZVPD basis) results for a cluster of 10 separate species, C18H30F4N6O24 in total.

Atoms and positions in Å:
F1 -4.60951 -0.29029 4.97203
F2 2.82501 -2.31131 7.70689
F3 1.64238 6.46409 6.27905
F4 1.45308 -5.50246 -3.44329
O1 -2.10687 5.81859 1.41804
O2 -3.63210 2.11864 3.50324
O3 2.64562 -5.52220 4.62353
O4 -0.87791 1.40414 -6.50204
O5 -5.45143 0.91869 3.28140
O6 -3.39988 -3.46346 0.54715
O7 3.10435 -0.94323 -0.93961
O8 2.95627 3.47001 3.66534
O9 2.61218 -3.24954 4.49440
O10 -0.26441 -3.28296 -4.52246
O11 -1.39968 3.01266 -5.18323
O12 5.82902 -1.61843 -6.76336
O13 3.19052 -4.18162 6.44758
O14 -2.22104 -4.29336 -4.70496
O15 1.72353 3.46472 5.58625
O16 -5.59618 3.20862 3.05549
O17 1.71594 0.21531 -1.96657
O18 -5.08685 0.73014 -1.73766
O19 -1.54335 -3.12847 1.58526
O20 1.81429 5.35445 4.32039
O21 -3.11844 0.21561 -2.36183
O22 -0.76104 4.38520 0.46919
O23 -0.31644 -5.45971 -4.84327
O24 4.79031 0.14208 -6.28732
N1 -2.29861 -3.81915 0.90022
N2 -1.75380 5.14298 0.44631
N3 2.10530 -0.30576 -0.94554
N4 -4.30085 0.28113 -2.56286
N5 -0.57471 2.38778 -5.79605
N6 5.64666 -0.64302 -6.03920
C1 2.68633 -2.12655 5.38366
C2 -4.87740 -0.32525 -3.85825
C3 -3.15299 0.79278 3.36544
C4 -1.64376 -4.97777 0.19816
C5 6.42920 -0.44433 -4.78564
C6 -4.94335 2.14159 3.32071
C7 0.70576 4.27597 6.13287
C8 3.42430 -2.77797 6.60374
C9 -2.61161 5.17688 -0.73327
C10 0.84092 2.86592 -5.66796
C11 2.23644 4.05808 4.47463
C12 1.06933 -3.59022 -4.64500
C13 -1.04417 -4.35279 -4.82911
C14 1.39412 -0.19221 0.35205
C15 1.03520 -5.09215 -4.65560
C16 2.82044 -4.40998 5.13766
C17 1.06415 5.64264 5.48327
C18 -4.44570 0.06190 3.69383
H1 -2.27434 0.60858 3.98361
H2 -5.04342 -1.34443 -3.50923
H3 1.44784 -3.28919 -5.62184
H4 -4.21904 -0.40519 -4.72327
H5 1.68130 -1.86115 5.71167
H6 1.56179 -1.17109 0.80124
H7 6.34913 0.59809 -4.47736
H8 -2.40276 -5.63050 -0.23306
H9 -1.89768 5.46631 -1.50440
H10 0.12584 6.16198 5.28848
H11 1.69498 0.69227 0.91356
H12 -4.48907 -0.86107 3.11561
H13 5.98051 -1.15301 -4.08955
H14 0.72269 4.23823 7.22208
H15 -3.31726 6.00029 -0.62303
H16 1.63541 -5.61880 -5.39755
H17 0.34198 -0.06739 0.09609
H18 1.56514 2.18115 -6.10921
H19 3.27388 -1.30955 4.96487
H20 4.48666 -2.53784 6.56126
H21 -3.06683 4.19703 -0.87744
H22 -1.05550 -5.48826 0.96069
H23 0.99384 3.81606 -6.17975
H24 -5.85980 0.12273 -4.00768
H25 1.67049 -3.06167 -3.90518
H26 7.46258 -0.67746 -5.04230
H27 -0.27041 3.91916 5.80440
H28 -2.86688 0.50121 2.35488
H29 1.12007 2.92845 -4.61617
H30 -1.07974 -4.40132 -0.53512

Summary:
* energy relative to the best compared isomer or geometry (same formula, charge and spin): 84.8 kcal per mole
* net charge: 0
* total energy: -88083.936 eV
* multiplicity: 1
* HOMO: -10.74 eV


DFT (the ωB97M-V functional and the def2-TZVPD basis) results for a cluster of 2 separate species, C6H14NO in total.

Atoms and positions in Å:
O1 -1.16422 -0.85391 -0.87739
N1 -1.91884 -2.85954 -3.41723
C1 -0.72434 1.05227 1.28399
C2 0.20703 1.60585 0.12779
C3 1.59353 0.96646 0.18114
C4 -0.90169 -0.32853 1.41537
C5 -1.12546 -1.25951 0.24140
C6 2.31710 1.20010 1.48236
H1 0.20294 2.68093 0.25496
H2 3.39553 1.04990 1.42479
H3 -0.50665 1.56224 2.21381
H4 -1.77428 1.36977 1.04194
H5 -1.35028 -2.17071 -2.95128
H6 -2.16647 -2.56006 -4.34738
H7 2.21628 2.24432 1.79762
H8 1.51149 -0.10287 -0.03123
H9 -1.26178 -2.32135 0.47972
H10 2.12871 1.33577 -0.69683
H11 -0.98889 -0.79298 2.39331
H12 -1.37833 -3.71175 -3.47168
H13 1.94443 0.53052 2.26415
H14 -0.25581 1.36309 -0.80934

Summary:
* energy relative to the best compared isomer or geometry (same formula, charge and spin): 90.5 kcal per mole
* net charge: +1
* total energy: -9976.322 eV
* multiplicity: 1
* HOMO: -12.34 eV


DFT (the ωB97M-V functional and the def2-TZVPD basis) results for the molecule C5H8O3.

Atoms and positions in Å:
O1 -0.91628 0.76220 -2.26150
O2 -0.64656 -1.90770 0.61731
O3 0.83496 -0.22698 1.04660
C1 0.26919 0.50140 -0.11160
C2 0.55048 -1.86758 2.81070
C3 -0.53245 2.02642 -2.51979
C4 0.12691 -1.35419 1.37183
C5 -0.28133 -0.04090 -1.31397
H1 0.62687 1.53048 0.13248
H2 0.28394 -2.85932 2.89773
H3 -0.82971 2.32760 -3.58537
H4 -0.26702 -1.15529 3.42958
H5 -0.81308 2.76519 -1.85235
H6 0.51942 2.19454 -2.37388
H7 1.65791 -1.72080 3.11886
H8 -0.58324 -0.97506 -1.40662

Summary:
* energy relative to the best compared isomer or geometry (same formula, charge and spin): 81.0 kcal per mole
* net charge: 0
* total energy: -11454.006 eV
* multiplicity: 1
* HOMO: -8.84 eV


- Which of these has the lowest energy relative to the best compared isomer or geometry (same formula, charge and spin)?
  C5H8O3